Run 1
# BF4H20O10

A cluster of 11 separate species, BF4H20O10 in total (the ωB97M-V functional and the def2-TZVPD basis, the OMol25 dataset).

Bonds (Å) are listed after each position.
Atoms and positions in Å:
1 B 21.18592 -1.75330 7.05804  F2 1.300, F3 1.416, F4 1.384, F5 1.349
2 F 20.69322 -2.94819 6.91449  B1 1.300
3 F 21.78701 -1.70949 8.33965  B1 1.416
4 F 22.19990 -1.57514 6.13235  B1 1.384
5 F 20.29696 -0.74550 6.94156  B1 1.349
6 O 21.08757 -5.92067 10.47876  H7 0.957, H8 0.957
7 H 20.38108 -6.03723 11.11399  O6 0.957
8 H 20.86976 -5.10694 10.02420  O6 0.957
9 O 18.69381 3.12282 9.19498  H10 0.957, H11 0.957
10 H 18.93641 2.58801 8.43910  O9 0.957
11 H 19.51947 3.27908 9.65333  O9 0.957
12 O 22.94648 0.98618 2.37707  H13 0.957, H14 0.957
13 H 23.07997 0.40025 3.12212  O12 0.957
14 H 23.19788 0.46551 1.61423  O12 0.957
15 O 17.36334 -2.61938 4.23154  H16 0.957, H17 0.957
16 H 18.02204 -2.41191 4.89434  O15 0.957
17 H 16.74432 -1.89041 4.27198  O15 0.957
18 O 17.32372 -0.76115 10.52879  H19 0.957, H20 0.957
19 H 17.65187 -0.98010 9.65667  O18 0.957
20 H 17.96848 -0.14740 10.88070  O18 0.957
21 O 26.70674 -2.04152 8.89097  H22 0.957, H23 0.957
22 H 25.99118 -2.03278 8.25526  O21 0.957
23 H 26.46621 -2.72756 9.51364  O21 0.957
24 O 22.02888 -4.70266 3.29196  H25 0.957, H26 0.957
25 H 21.70660 -4.21833 4.05209  O24 0.957
26 H 21.52246 -4.35892 2.55602  O24 0.957
27 O 25.42030 -5.16036 11.24646  H28 0.957, H29 0.957
28 H 24.50924 -5.24889 10.96653  O27 0.957
29 H 25.59997 -5.96296 11.73614  O27 0.957
30 O 15.51559 0.87024 5.06529  H31 0.957, H32 0.957
31 H 14.62108 1.20308 4.99251  O30 0.957
32 H 16.06815 1.64790 4.98681  O30 0.957
33 O 24.91228 2.15779 7.24496  H34 0.957, H35 0.957
34 H 24.36721 1.37600 7.15585  O33 0.957
35 H 25.64305 2.01057 6.64451  O33 0.957

Values from the calculation:
- E_HOMO (Eh) = -0.3006
- orbital gap (eV) = 10.57
- total charge = -1
- LUMO level (eV) = 2.40
- M (u) = 266.95


Run 2
# BF4H20O10

A cluster of 11 separate species, BF4H20O10 in total (the ωB97M-V functional and the def2-TZVPD basis, the OMol25 dataset).

Bonds (Å) are listed after each position.
Atoms and positions in Å:
1 B 2.47604 13.51722 -15.00558  F2 1.412, F3 1.416, F4 1.395, F5 1.392
2 F 1.24186 13.65417 -15.67803  B1 1.412
3 F 2.91616 12.17426 -15.09636  B1 1.416
4 F 3.37325 14.37469 -15.64309  B1 1.395
5 F 2.39172 13.80543 -13.64616  B1 1.392
6 O 5.46884 13.21591 -13.56529  H7 0.961, H8 0.964
7 H 5.30978 13.45873 -12.64946  O6 0.961
8 H 4.61487 13.35871 -13.98881  O6 0.964
9 O 3.83506 9.75142 -14.09304  H10 0.960, H11 0.967
10 H 4.66670 9.61252 -14.55211  O9 0.960
11 H 3.50293 10.58749 -14.44839  O9 0.967
12 O -0.84666 13.41114 -13.84387  H13 0.968, H14 0.959
13 H 0.01698 13.26248 -14.25420  O12 0.968
14 H -1.47688 13.18172 -14.52988  O12 0.959
15 O -0.10913 15.92367 -16.84818  H16 0.965, H17 0.964
16 H 0.29105 15.07785 -16.61331  O15 0.965
17 H 0.65078 16.44295 -17.13478  O15 0.964
18 O 2.58107 12.21293 -18.07355  H19 0.965, H20 0.961
19 H 2.25613 12.40471 -17.18588  O18 0.965
20 H 3.13354 11.43632 -17.95245  O18 0.961
21 O 2.57592 16.88011 -14.56464  H22 0.969, H23 0.965
22 H 2.00986 16.70628 -13.79758  O21 0.969
23 H 2.75349 15.99326 -14.90102  O21 0.965
24 O 7.25683 15.02006 -15.39733  H25 0.960, H26 0.963
25 H 7.25551 15.75786 -14.78277  O24 0.960
26 H 6.37829 14.63774 -15.29841  O24 0.963
27 O -0.76542 12.74887 -17.59902  H28 0.961, H29 0.961
28 H -0.37226 11.97030 -17.19444  O27 0.961
29 H -1.60239 12.87581 -17.14506  O27 0.961
30 O 0.45287 16.00068 -12.97680  H31 0.962, H32 0.962
31 H -0.32678 16.13816 -13.52297  O30 0.962
32 H 0.45860 15.05049 -12.82407  O30 0.962
33 O 2.95819 15.88648 -17.99308  H34 0.961, H35 0.966
34 H 2.95665 15.29334 -18.74943  O33 0.961
35 H 3.32969 15.35038 -17.28076  O33 0.966

Values from the calculation:
- E_HOMO (Eh) = -0.2711
- orbital gap (eV) = 9.95
- total charge = -1
- LUMO level (eV) = 2.58
- M (u) = 266.95


Run 3
# BF4H20O10

A cluster of 11 separate species, BF4H20O10 in total (the ωB97M-V functional and the def2-TZVPD basis, the OMol25 dataset).

Bonds (Å) are listed after each position.
Atoms and positions in Å:
1 B -0.40694 -0.15455 0.32209  F2 1.311, F3 1.365, F4 1.381, F5 1.399
2 F -0.72019 -1.27906 0.91975  B1 1.311
3 F 0.07124 -0.42645 -0.92693  B1 1.365
4 F -1.52758 0.65158 0.36677  B1 1.381
5 F 0.67188 0.42526 0.99835  B1 1.399
6 O 2.31562 -1.89974 1.25849  H7 0.957, H8 0.957
7 H 1.85796 -2.67406 0.93106  O6 0.957
8 H 1.65777 -1.20478 1.23606  O6 0.957
9 O -1.59767 3.52331 2.01749  H10 0.957, H11 0.957
10 H -2.00532 2.66127 2.10082  O9 0.957
11 H -1.66307 3.73061 1.08530  O9 0.957
12 O -0.98986 3.40137 -1.47390  H13 0.957, H14 0.957
13 H -1.26319 3.95850 -2.20268  O12 0.957
14 H -1.43166 2.56687 -1.63094  O12 0.957
15 O -2.43207 -2.05767 -1.14209  H16 0.957, H17 0.957
16 H -1.92413 -2.15761 -1.94721  O15 0.957
17 H -1.77646 -2.04453 -0.44478  O15 0.957
18 O 0.72610 -3.90504 0.62775  H19 0.957, H20 0.957
19 H 1.09983 -4.78440 0.57034  O18 0.957
20 H -0.19537 -4.02030 0.39571  O18 0.957
21 O 2.38781 0.62617 -2.25278  H22 0.957, H23 0.957
22 H 1.66107 0.46694 -1.65052  O21 0.957
23 H 2.63691 1.53647 -2.09294  O21 0.957
24 O 1.46991 -2.15392 -2.62380  H25 0.957, H26 0.957
25 H 2.18760 -2.68225 -2.27449  O24 0.957
26 H 1.32187 -1.48094 -1.95941  O24 0.957
27 O 3.07140 1.38959 1.94850  H28 0.957, H29 0.957
28 H 2.28524 1.16582 1.45038  O27 0.957
29 H 3.73724 1.55998 1.28225  O27 0.957
30 O -2.70399 1.25068 -1.91545  H31 0.957, H32 0.957
31 H -3.50916 1.75971 -1.82152  O30 0.957
32 H -2.54600 0.88843 -1.04363  O30 0.957
33 O -1.12829 0.31620 3.49694  H34 0.957, H35 0.957
34 H -1.04864 0.42734 2.54956  O33 0.957
35 H -0.28987 0.61922 3.84545  O33 0.957

Values from the calculation:
- E_HOMO (Eh) = -0.2701
- orbital gap (eV) = 9.99
- total charge = -1
- LUMO level (eV) = 2.64
- M (u) = 266.95


run 2 (14.1 kcal/mol below the next structure)


Run 1
# C3H3BrF2

A cluster of 2 separate species, C3H3BrF2 in total (the ωB97M-V functional and the def2-TZVPD basis, the OMol25 dataset).

Bonds (Å) are listed after each position.
Atoms and positions in Å:
1 C 1.13251 1.64417 -0.55079  C2 1.194, H7 1.138
2 C 0.24654 1.36948 -1.30286  C1 1.194, H9 1.000
3 C 0.05427 -1.98379 1.14158  F4 1.390, F5 1.392, Br6 2.329
4 F 0.34661 -1.79454 -0.20435  C3 1.390
5 F -0.88215 -3.01282 1.11448  C3 1.392
6 Br -1.27361 -0.07963 1.33151  C3 2.329, H8 1.536
7 H 1.68118 1.91992 0.40729  C1 1.138
8 H -0.90500 0.76440 0.10226  Br6 1.536
9 H -0.40034 1.17283 -2.03913  C2 1.000

Values from the calculation:
- E_HOMO (Eh) = -0.3472
- orbital gap (eV) = 9.74
- total charge = 0
- LUMO level (eV) = 0.29
- M (u) = 156.96


Run 2
# C3H3BrF2

An isolated molecule of C3H3BrF2 (the ωB97M-V functional and the def2-TZVPD basis, the OMol25 dataset).

Bonds (Å) are listed after each position.
Atoms and positions in Å:
1 C -1.06445 0.60207 -0.80335  C2 1.314, H7 1.036, H8 1.087
2 C -0.53153 -0.26915 0.02385  C1 1.314, F3 1.359, C4 1.553
3 F -1.37177 -0.95598 0.84161  C2 1.359
4 C 0.93969 -0.51398 0.45571  C2 1.553, F5 1.340, Br6 2.088, H9 1.075
5 F 1.78129 -1.00909 -0.46256  C4 1.340
6 Br 1.91280 1.27575 0.91558  C4 2.088
7 H -2.06808 0.83778 -0.90509  C1 1.036
8 H -0.35702 1.24961 -1.31469  C1 1.087
9 H 0.75905 -1.21702 1.24894  C4 1.075

Values from the calculation:
- E_HOMO (Eh) = -0.3781
- orbital gap (eV) = 10.15
- total charge = 0
- LUMO level (eV) = -0.14
- SMILES string = C=C(F)[C@@H](F)Br
- M (u) = 156.96


run 2 (98.3 kcal/mol below the next structure)


Run 1
# C3H9NO3S

A cluster of 2 separate species, C3H9NO3S in total (the ωB97M-V functional and the def2-TZVPD basis, the OMol25 dataset).

Bonds (Å) are listed after each position.
Atoms and positions in Å:
1 C 0.03853 -2.13288 -0.47513  C3 1.481, H9 1.190, H10 1.129, H11 1.088
2 C -1.86946 1.66319 0.02851  O7 1.380, H12 1.162, H13 1.123, H14 1.109
3 C 0.29766 -0.70355 -0.76330  C1 1.481, S8 1.749, H15 1.057
4 N 1.20960 0.82512 1.37447  S8 1.696, H16 1.063, H17 1.087
5 O 2.74040 -0.67425 0.01246  S8 1.445
6 O 1.81578 1.32622 -1.08354  S8 1.433
7 O -1.37452 0.50507 0.59171  C2 1.380
8 S 1.63842 0.24459 -0.15987  C3 1.749, N4 1.696, O5 1.445, O6 1.433
9 H -0.11766 -2.43798 0.66399  C1 1.190
10 H -0.84637 -2.61453 -0.98576  C1 1.129
11 H 0.99419 -2.61639 -0.66661  C1 1.088
12 H -2.60952 2.13355 0.79080  C2 1.162
13 H -2.36738 1.51611 -0.96761  C2 1.123
14 H -1.20530 2.53998 -0.11243  C2 1.109
15 H -0.09105 -0.44802 -1.71245  C3 1.057
16 H 1.60879 0.21886 2.15133  N4 1.063
17 H 0.13788 0.65492 1.31343  N4 1.087

Values from the calculation:
- E_HOMO (spin up / spin down) (Eh) = -0.3469 / -0.3922
- orbital gap (spin up / spin down) (eV) = 7.27 / 9.37
- total charge = 0
- LUMO level (spin up / spin down) (eV) = -2.17 / -1.30
- M (u) = 139.18


Run 2
# C3H9NO3S

A cluster of 2 separate species, C3H9NO3S in total (the ωB97M-V functional and the def2-TZVPD basis, the OMol25 dataset).

Bonds (Å) are listed after each position.
Atoms and positions in Å:
1 C 0.86576 1.96314 0.48359  C3 1.358, H10 1.035, H11 1.063
2 C -0.79765 0.21031 -2.29664  N4 1.388, H12 1.026, H13 1.157, H14 1.158
3 C 0.01345 1.56551 -0.49591  C1 1.358, N4 1.422, H15 1.056
4 N 0.01537 0.31674 -1.17612  C2 1.388, C3 1.422, H16 1.034
5 O -1.00869 -2.88445 2.52969  S8 1.713, H17 1.043
6 O 0.77049 -2.74338 0.71169  S8 1.427
7 O 0.46657 -0.72264 2.11623  S8 1.688, H9 0.952
8 S -0.29148 -1.97153 1.27052  O5 1.713, O6 1.427, O7 1.688
9 H 0.93152 -0.23403 1.44488  O7 0.952
10 H 0.66054 2.93966 0.75978  C1 1.035
11 H 1.80657 1.67840 0.88732  C1 1.063
12 H -0.98769 -0.77358 -2.51631  C2 1.026
13 H -1.73474 0.84363 -2.05511  C2 1.157
14 H -0.21197 0.61481 -3.20997  C2 1.158
15 H -0.76829 2.15326 -0.89377  C3 1.056
16 H 0.89922 -0.20435 -1.05145  N4 1.034
17 H -0.62897 -2.75149 3.49158  O5 1.043

Values from the calculation:
- E_HOMO (Eh) = -0.3062
- orbital gap (eV) = 9.06
- total charge = 0
- LUMO level (eV) = 0.73
- M (u) = 139.18


run 2 (54.9 kcal/mol below the next structure)